[1]
Density functional theory data (ωB97M-V with the def2-TZVPD basis set) for C33H25ClCrN4O4S3 as an isolated structure at a distorted geometry.

Properties
Frontier orbital gap (alpha / beta) = 5.57 / 5.37 eV
E_LUMO (alpha / beta) = 2.14 / 1.94 eV
HOMO energy (alpha / beta) = -3.4 / -3.4 eV
Total charge = -1
Multiplicity = 4

Positions of all 71 atoms, in Å:
Cr (0.063, -0.212, -0.080)
C (-1.032, 1.332, 3.769)
C (-1.556, 0.228, 4.385)
C (-1.634, -0.979, 3.680)
C (-1.187, -1.008, 2.391)
N (-0.666, 0.082, 1.785)
C (-0.560, 1.222, 2.458)
C (-1.211, -2.240, 1.555)
C (-1.828, -3.414, 1.948)
C (-1.714, -4.536, 1.152)
C (-0.963, -4.469, -0.007)
C (-0.404, -3.254, -0.352)
N (-0.558, -2.157, 0.388)
H (-0.930, 2.282, 4.274)
H (-1.906, 0.281, 5.408)
H (-2.041, -1.865, 4.144)
H (-0.227, 2.080, 1.897)
H (-2.387, -3.447, 2.870)
H (-2.199, -5.460, 1.442)
H (-0.808, -5.332, -0.639)
H (0.199, -3.156, -1.245)
O (-3.566, -0.232, 0.636)
S (-3.165, 0.514, -0.533)
O (-4.141, 0.653, -1.589)
N (-1.760, -0.046, -1.110)
C (-1.734, -0.812, -2.296)
C (-2.778, -1.354, -3.021)
C (-2.541, -2.078, -4.212)
C (-1.292, -2.273, -4.718)
C (-0.187, -1.768, -3.996)
C (1.160, -1.923, -4.403)
C (2.174, -1.451, -3.625)
C (1.867, -0.847, -2.390)
N (0.630, -0.705, -1.991)
C (-0.412, -1.093, -2.786)
C (-2.773, 2.144, -0.004)
C (-2.117, 3.012, -0.865)
C (-1.935, 4.328, -0.480)
C (-2.404, 4.763, 0.754)
C (-3.058, 3.884, 1.608)
C (-3.252, 2.565, 1.228)
H (-3.791, -1.204, -2.691)
H (-3.396, -2.486, -4.738)
H (-1.127, -2.819, -5.639)
H (1.369, -2.423, -5.343)
H (3.211, -1.549, -3.918)
H (2.634, -0.498, -1.705)
H (-1.733, 2.650, -1.810)
H (-1.401, 5.009, -1.130)
H (-2.248, 5.792, 1.055)
H (-3.409, 4.223, 2.575)
H (-3.749, 1.853, 1.876)
S (1.946, 1.894, 2.827)
C (2.978, 2.121, 1.419)
C (4.371, 2.282, 1.616)
C (5.266, 2.514, 0.584)
C (4.801, 2.613, -0.725)
C (3.445, 2.447, -0.951)
C (2.533, 2.185, 0.082)
S (0.841, 2.013, -0.444)
H (4.725, 2.229, 2.638)
H (6.325, 2.617, 0.803)
H (5.476, 2.807, -1.551)
H (3.055, 2.509, -1.963)
Cl (4.768, -1.280, 0.005)
C (3.832, -1.452, 1.537)
C (2.327, -1.482, 1.372)
O (1.690, -2.194, 2.138)
O (1.877, -0.670, 0.479)
H (4.064, -0.588, 2.159)
H (4.156, -2.370, 2.012)

[2]
Density functional theory data (ωB97M-V with the def2-TZVPD basis set) for C43H51Cl5N13O2RbS2 as an isolated structure.

Properties
Frontier orbital gap = 6.45 eV
E_LUMO = 3.48 eV
HOMO energy = -3.0 eV
Total charge = -2

Positions of all 117 atoms, in Å:
Rb (0.252, 0.848, 0.076)
N (1.595, -2.469, -1.276)
C (1.252, -3.383, -2.357)
C (0.480, -2.698, -3.475)
N (-0.618, -1.871, -3.002)
C (-1.659, -2.562, -2.265)
C (-2.650, -1.574, -1.662)
N (-2.117, -0.902, -0.485)
H (2.346, -2.873, -0.729)
H (1.959, -1.592, -1.656)
H (2.129, -3.848, -2.828)
H (0.652, -4.203, -1.951)
H (1.165, -2.047, -4.026)
H (0.146, -3.491, -4.171)
H (-1.034, -1.398, -3.796)
H (-2.201, -3.296, -2.894)
H (-1.193, -3.124, -1.454)
H (-2.892, -0.807, -2.405)
H (-3.590, -2.111, -1.456)
H (-2.542, 0.016, -0.341)
H (-2.292, -1.445, 0.352)
C (-1.910, -2.270, 4.103)
C (-3.291, -2.385, 3.935)
C (-3.964, -1.407, 3.248)
C (-3.257, -0.269, 2.780)
N (-1.910, -0.240, 2.812)
C (-1.278, -1.211, 3.476)
N (-3.985, 0.835, 2.488)
C (-3.759, 1.812, 1.663)
N (-3.014, 1.888, 0.538)
C (-3.219, 3.139, -0.002)
N (-2.815, 3.723, -1.077)
C (-2.015, 3.182, -2.069)
C (-1.518, 4.112, -3.002)
C (-0.748, 3.679, -4.055)
C (-0.471, 2.321, -4.166)
C (-0.985, 1.481, -3.198)
N (-1.752, 1.878, -2.178)
C (-4.128, 3.931, 0.883)
C (-4.591, 5.230, 0.813)
C (-5.443, 5.659, 1.826)
C (-5.809, 4.806, 2.868)
C (-5.331, 3.501, 2.926)
C (-4.488, 3.092, 1.911)
H (-1.346, -2.979, 4.692)
H (-3.832, -3.227, 4.355)
H (-5.040, -1.419, 3.136)
H (-0.198, -1.111, 3.534)
H (-1.752, 5.156, -2.848)
H (-0.343, 4.387, -4.769)
H (0.167, 1.928, -4.947)
H (-0.731, 0.427, -3.197)
H (-4.284, 5.878, 0.002)
H (-5.823, 6.674, 1.815)
H (-6.469, 5.173, 3.646)
H (-5.592, 2.825, 3.730)
O (1.058, 5.765, 1.349)
S (0.525, 4.481, 0.840)
N (0.765, 3.204, 1.520)
Cl (2.049, 2.514, -1.804)
C (2.898, 1.538, -3.017)
C (3.167, 0.216, -2.728)
C (3.877, -0.439, -3.705)
Cl (4.360, -2.135, -3.416)
C (4.273, 0.120, -4.918)
Cl (5.150, -0.782, -6.119)
C (3.954, 1.453, -5.165)
Cl (4.420, 2.203, -6.657)
C (3.266, 2.183, -4.195)
Cl (2.909, 3.856, -4.485)
C (0.588, -4.690, 3.130)
S (0.856, -3.930, 1.520)
O (2.005, -4.679, 0.930)
C (-0.634, -4.582, 0.763)
C (-1.856, -3.980, 1.026)
C (-2.996, -4.461, 0.402)
C (-2.904, -5.526, -0.487)
C (-1.674, -6.114, -0.746)
C (-0.528, -5.642, -0.119)
H (0.596, -5.772, 3.008)
H (-0.362, -4.343, 3.529)
H (1.407, -4.366, 3.770)
H (-1.920, -3.138, 1.705)
H (-3.948, -3.984, 0.597)
H (-3.792, -5.886, -0.991)
H (-1.602, -6.933, -1.451)
H (0.452, -6.061, -0.315)
C (-1.365, 3.039, 4.440)
C (0.005, 3.218, 5.111)
C (-0.048, 2.710, 6.548)
C (0.391, 4.694, 5.080)
N (1.076, 2.514, 4.391)
N (0.734, 1.137, 4.185)
H (-2.117, 3.666, 4.928)
H (-1.705, 2.002, 4.492)
H (-1.310, 3.323, 3.386)
H (-0.885, 3.164, 7.086)
H (0.881, 2.953, 7.070)
H (-0.173, 1.627, 6.552)
H (-0.342, 5.293, 5.628)
H (0.438, 5.062, 4.052)
H (1.373, 4.835, 5.539)
H (1.139, 2.957, 3.470)
H (1.564, 0.680, 3.820)
H (0.026, 1.071, 3.454)
C (3.763, 2.143, 2.111)
C (3.785, 0.755, 1.576)
N (3.050, -0.260, 1.990)
C (3.444, -1.334, 1.212)
C (4.384, -0.957, 0.309)
N (4.600, 0.374, 0.560)
H (2.769, 2.584, 2.005)
H (4.476, 2.774, 1.578)
H (4.012, 2.148, 3.173)
H (3.005, -2.311, 1.321)
H (4.858, -1.480, -0.502)
H (5.156, 1.001, 0.007)

[3]
Density functional theory data (ωB97M-V with the def2-TZVPD basis set) for C36H41GaN5Se as an isolated structure at a distorted geometry.

Properties
Frontier orbital gap (alpha / beta) = 3.58 / 3.71 eV
E_LUMO (alpha / beta) = 2.40 / 2.40 eV
HOMO energy (alpha / beta) = -1.2 / -1.3 eV
Total charge = -1

Positions of all 84 atoms, in Å:
Ga (-1.196, -0.125, 0.353)
N (-0.520, 3.648, -0.728)
N (-2.762, 1.687, -0.017)
C (-0.958, -2.783, 0.174)
C (-1.122, -2.111, 1.467)
C (0.218, -1.965, 2.017)
C (0.545, -1.414, 3.345)
H (-0.298, -1.521, 4.036)
H (0.815, -0.347, 3.275)
H (1.398, -1.940, 3.793)
C (1.140, -2.338, 1.025)
C (2.607, -2.202, 1.137)
H (2.988, -2.751, 2.010)
H (2.890, -1.144, 1.258)
H (3.103, -2.598, 0.244)
C (0.425, -2.830, -0.108)
C (1.043, -3.284, -1.376)
H (1.764, -2.545, -1.755)
H (0.288, -3.449, -2.154)
H (1.590, -4.227, -1.237)
C (-2.380, -2.048, 2.274)
H (-2.222, -2.452, 3.286)
H (-3.197, -2.621, 1.812)
H (-2.724, -1.004, 2.386)
C (-2.050, -3.220, -0.733)
H (-2.224, -2.484, -1.541)
H (-2.997, -3.355, -0.192)
H (-1.792, -4.177, -1.219)
C (0.356, 4.636, -0.877)
H (0.498, 5.051, -1.877)
C (1.088, 5.156, 0.207)
H (1.963, 5.777, 0.023)
C (0.683, 4.809, 1.505)
H (1.107, 5.280, 2.393)
C (-0.265, 3.802, 1.649)
H (-0.648, 3.513, 2.620)
C (-0.771, 3.138, 0.491)
C (-1.594, 1.883, 0.801)
H (-1.860, 1.947, 1.857)
C (-2.557, 0.645, -0.880)
C (-4.131, 1.948, 0.103)
H (-4.522, 2.632, 0.840)
C (-4.750, 1.176, -0.817)
H (-5.796, 1.091, -1.067)
N (-3.750, 0.511, -1.530)
C (-3.804, -0.139, -2.784)
C (-4.509, -1.344, -2.907)
C (-4.290, -2.124, -4.048)
H (-4.794, -3.097, -4.134)
C (-3.422, -1.697, -5.056)
C (-3.102, -2.585, -6.221)
H (-2.087, -3.000, -6.127)
H (-3.143, -2.026, -7.163)
H (-3.808, -3.421, -6.263)
C (-2.815, -0.437, -4.949)
H (-2.211, -0.075, -5.785)
C (-2.940, 0.330, -3.793)
C (-2.168, 1.607, -3.647)
H (-2.832, 2.481, -3.573)
H (-1.553, 1.755, -4.546)
H (-1.506, 1.604, -2.771)
C (-5.377, -1.824, -1.788)
H (-6.237, -1.160, -1.620)
H (-4.835, -1.910, -0.834)
H (-5.758, -2.822, -2.038)
C (4.884, 2.244, 0.421)
N (4.574, 1.820, 1.770)
C (3.318, 1.565, 2.254)
Se (1.774, 1.661, 1.260)
N (3.521, 1.119, 3.543)
C (4.888, 0.975, 3.817)
C (5.555, 0.278, 4.820)
C (6.943, 0.110, 4.662)
C (7.613, 0.587, 3.515)
C (6.918, 1.248, 2.493)
C (5.552, 1.441, 2.689)
H (5.570, 3.097, 0.461)
H (3.949, 2.534, -0.065)
H (5.356, 1.430, -0.143)
H (2.766, 0.847, 4.168)
H (4.993, -0.098, 5.679)
H (7.524, -0.405, 5.432)
H (8.693, 0.428, 3.426)
H (7.378, 1.607, 1.572)

[4]
Density functional theory data (ωB97M-V with the def2-TZVPD basis set) for a 2-piece molecular cluster, C2H6Cl2N overall at a distorted geometry.

Properties
Frontier orbital gap (alpha / beta) = 9.24 / 7.99 eV
E_LUMO (alpha / beta) = -4.74 / -4.99 eV
HOMO energy (alpha / beta) = -14.0 / -13.0 eV
Total charge = +1

Positions of all 11 atoms, in Å:
C (0.057, 0.213, -0.721)
C (-2.245, -0.698, 0.161)
N (0.835, -0.203, 0.423)
Cl (-1.530, -1.695, 1.256)
Cl (-2.933, -1.274, -1.385)
H (-0.151, -0.598, -1.434)
H (0.002, 1.221, -1.100)
H (-2.658, 0.155, 0.703)
H (1.127, 0.678, 1.050)
H (1.732, -0.684, 0.123)
H (0.435, -0.966, 0.983)

[5]
Density functional theory data (ωB97M-V with the def2-TZVPD basis set) for a 3-piece molecular cluster, C32H60BBrI2N7O5 overall at a distorted geometry.

Properties
Frontier orbital gap = 8.74 eV
E_LUMO = -2.44 eV
HOMO energy = -11.2 eV
Total charge = +1

Positions of all 108 atoms, in Å:
C (-0.443, -2.212, 5.306)
O (-1.363, -1.390, 4.614)
C (-2.716, -1.735, 4.871)
C (-3.595, -0.483, 4.808)
C (-4.528, -0.388, 3.588)
C (-4.116, 0.691, 2.571)
C (-5.299, 1.383, 1.887)
C (-4.952, 1.995, 0.521)
C (-3.535, 2.597, 0.454)
C (-2.459, 1.647, -0.111)
C (-1.759, 2.278, -1.312)
N (-0.721, 1.424, -1.970)
C (-0.661, 0.115, -1.501)
N (-1.395, -0.843, -1.950)
C (-2.450, -0.532, -2.947)
C (-3.279, -1.745, -3.335)
C (-2.612, -2.693, -4.352)
C (-2.285, -4.074, -3.789)
O (-1.034, -4.503, -4.352)
C (-0.244, -5.258, -3.562)
C (1.172, -5.314, -4.063)
O (-0.641, -5.798, -2.573)
B (-1.151, -2.271, -1.433)
N (-0.050, -2.956, -1.960)
O (-2.052, -2.768, -0.525)
N (0.296, -0.084, -0.526)
C (1.195, 1.098, -0.557)
N (2.551, 0.605, -0.530)
C (1.009, 2.034, 0.665)
C (0.746, 1.296, 1.962)
O (1.026, 0.182, 2.196)
I (-0.283, 2.493, 3.424)
C (0.703, 1.797, -1.902)
Br (1.530, 0.756, -3.387)
C (0.926, 3.301, -2.113)
C (2.143, 3.762, -2.912)
C (3.480, 3.544, -2.184)
I (4.546, 5.357, -1.831)
H (0.553, -1.982, 4.925)
H (-0.633, -3.277, 5.118)
H (-0.470, -2.017, 6.383)
H (-3.053, -2.474, 4.128)
H (-2.798, -2.215, 5.852)
H (-2.942, 0.391, 4.865)
H (-4.211, -0.468, 5.711)
H (-5.540, -0.150, 3.929)
H (-4.602, -1.358, 3.088)
H (-3.487, 1.417, 3.093)
H (-3.490, 0.221, 1.802)
H (-6.077, 0.627, 1.744)
H (-5.728, 2.138, 2.552)
H (-5.664, 2.792, 0.294)
H (-5.080, 1.240, -0.263)
H (-3.223, 2.934, 1.444)
H (-3.578, 3.491, -0.178)
H (-2.922, 0.695, -0.387)
H (-1.715, 1.484, 0.676)
H (-1.307, 3.218, -1.001)
H (-2.510, 2.532, -2.066)
H (-1.952, -0.117, -3.827)
H (-3.099, 0.247, -2.543)
H (-3.632, -2.285, -2.451)
H (-4.178, -1.332, -3.799)
H (-1.696, -2.238, -4.741)
H (-3.292, -2.816, -5.193)
H (-2.234, -4.107, -2.699)
H (-3.046, -4.799, -4.086)
H (1.822, -4.853, -3.315)
H (1.473, -6.357, -4.154)
H (1.295, -4.807, -5.016)
H (0.150, -2.875, -2.949)
H (-0.027, -3.934, -1.686)
H (-1.732, -2.874, 0.378)
H (-0.145, -0.263, 0.371)
H (2.578, -0.385, -0.730)
H (3.178, 1.103, -1.146)
H (0.230, 2.786, 0.542)
H (1.954, 2.567, 0.804)
H (0.040, 3.666, -2.635)
H (0.948, 3.810, -1.145)
H (2.003, 4.834, -3.064)
H (2.164, 3.318, -3.905)
H (3.313, 3.160, -1.178)
H (4.147, 2.881, -2.729)
C (6.776, 3.417, -6.321)
C (6.067, 4.613, -6.942)
C (4.798, 5.010, -6.177)
C (3.819, 3.924, -6.143)
N (3.053, 3.071, -6.098)
H (6.144, 2.528, -6.341)
H (7.690, 3.185, -6.866)
H (7.049, 3.618, -5.282)
H (5.808, 4.396, -7.979)
H (6.735, 5.476, -6.954)
H (4.326, 5.883, -6.631)
H (5.042, 5.257, -5.141)
C (2.891, -4.127, 7.846)
C (3.441, -3.000, 8.711)
C (2.481, -2.592, 9.835)
C (1.202, -2.111, 9.311)
N (0.205, -1.726, 8.896)
H (1.971, -3.824, 7.342)
H (3.612, -4.411, 7.081)
H (2.671, -5.012, 8.446)
H (3.656, -2.128, 8.092)
H (4.383, -3.308, 9.166)
H (2.914, -1.797, 10.445)
H (2.279, -3.440, 10.492)

[6]
Density functional theory data (ωB97M-V with the def2-TZVPD basis set) for a 2-piece molecular cluster, C25H21N3O3 overall at a distorted geometry.

Properties
Frontier orbital gap = 3.64 eV
E_LUMO = -2.29 eV
HOMO energy = -5.9 eV

Positions of all 52 atoms, in Å:
O (0.621, 0.463, -1.848)
C (1.857, 0.448, -1.834)
C (2.586, -0.781, -1.810)
C (3.948, -0.782, -1.804)
C (4.659, 0.415, -1.818)
N (6.109, 0.396, -1.817)
O (6.714, 1.475, -1.818)
O (6.686, -0.698, -1.815)
C (3.977, 1.628, -1.838)
C (2.615, 1.660, -1.845)
H (2.025, -1.701, -1.798)
H (4.501, -1.708, -1.792)
H (4.551, 2.541, -1.852)
H (2.075, 2.591, -1.864)
C (-4.600, 3.421, -1.504)
N (-3.791, 2.398, -0.845)
C (-2.813, 2.645, 0.082)
C (-2.221, 1.443, 0.478)
C (-1.111, 1.323, 1.348)
C (-0.593, 0.109, 1.888)
C (-1.299, -1.028, 2.296)
N (-0.416, -2.026, 2.621)
C (-0.790, -3.377, 3.033)
C (0.896, -1.553, 2.454)
C (0.809, -0.215, 2.029)
C (1.967, 0.505, 1.716)
C (3.184, -0.119, 1.829)
C (3.271, -1.450, 2.251)
C (2.144, -2.171, 2.567)
C (-2.871, 0.403, -0.293)
C (-3.848, 1.019, -1.098)
C (-4.632, 0.259, -1.971)
C (-4.420, -1.097, -2.041)
C (-3.428, -1.710, -1.270)
C (-2.655, -0.976, -0.406)
H (-5.276, 2.975, -2.229)
H (-5.189, 3.962, -0.767)
H (-3.958, 4.131, -2.021)
H (-2.553, 3.624, 0.441)
H (-0.553, 2.225, 1.538)
H (-2.370, -1.122, 2.342)
H (0.094, -3.987, 3.206)
H (-1.377, -3.344, 3.949)
H (-1.389, -3.849, 2.257)
H (1.890, 1.522, 1.375)
H (4.084, 0.415, 1.571)
H (4.238, -1.920, 2.315)
H (2.210, -3.199, 2.875)
H (-5.384, 0.738, -2.572)
H (-5.024, -1.696, -2.702)
H (-3.267, -2.772, -1.358)
H (-1.882, -1.450, 0.168)